# 1
Molecular formula: C3H6O2P
Method: DFT, the ωB97M-V functional and the def2-TZVPD basis

Atoms and positions in Å:
C1 -0.436 2.815 1.256
C2 -1.123 1.704 1.312
C3 1.218 -2.041 -0.782
O1 -0.731 -1.188 -2.180
O2 0.108 -2.119 0.029
P1 -1.216 -1.408 -0.817
H1 -0.813 3.934 1.487
H2 0.630 2.936 1.101
H3 -2.236 1.756 1.581
H4 2.017 -1.513 -0.353
H5 1.063 -1.821 -1.902
H6 1.520 -3.057 -0.732

Forces on atoms 1 to 2 (eV/Å):
C -0.171 3.620 0.803
C -1.591 -1.950 -0.183

- Lowest unoccupied orbital energy (alpha / beta): 0.134 / 0.134 hartree
- Strongest force on any atom: 0.0778 hartree/bohr
- Charge: -1
- Frontier orbital gap (alpha / beta): 5.5 / 5.5 eV
- Spin multiplicity: 1
- Energy above the lowest of the compared OMol25 structures with the same formula, charge and spin: 4.707 eV

---

# 2
Molecular formula: C40H43N4OS
Method: DFT, the ωB97M-V functional and the def2-TZVPD basis

Atoms and positions in Å:
C1 2.279 -1.899 0.154
N1 1.809 -1.937 1.518
C2 2.715 -1.758 2.544
O1 3.902 -2.060 2.504
C3 1.980 -1.118 3.698
C4 2.422 0.340 3.874
C5 2.444 1.037 2.535
C6 3.658 1.260 1.878
C7 3.681 1.871 0.625
C8 2.485 2.237 -0.001
C9 1.274 2.048 0.666
C10 1.264 1.483 1.941
N2 0.577 -1.223 3.274
C11 -0.366 -0.499 3.937
C12 -1.457 0.082 3.302
C13 -2.574 0.601 3.960
C14 -3.843 0.657 3.287
C15 -5.076 0.455 3.973
C16 -6.163 -0.086 3.286
C17 -6.097 -0.303 1.899
C18 -4.962 0.114 1.188
C19 -3.876 0.660 1.861
C20 0.423 -1.744 1.909
C21 -0.410 -3.084 1.796
C22 0.224 -4.167 2.677
C23 -0.399 -3.555 0.347
C24 -1.849 -2.831 2.210
H1 2.611 -0.883 -0.124
H2 3.126 -2.593 0.060
H3 1.474 -2.210 -0.516
H4 2.117 -1.714 4.610
H5 1.771 0.864 4.586
H6 3.434 0.322 4.298
H7 4.581 0.926 2.361
H8 4.640 2.057 0.140
H9 2.495 2.688 -0.996
H10 0.330 2.360 0.213
H11 0.340 1.444 2.523
H12 -0.161 -0.309 4.996
H13 -1.442 0.107 2.207
H14 -2.530 0.781 5.035
H15 -5.107 0.642 5.048
H16 -7.064 -0.381 3.833
H17 -6.911 -0.804 1.377
H18 -4.902 -0.018 0.106
H19 -3.011 1.027 1.304
H20 -0.049 -0.992 1.248
H21 0.140 -3.932 3.744
H22 -0.304 -5.116 2.500
H23 1.280 -4.318 2.424
H24 -0.767 -2.770 -0.328
H25 0.601 -3.870 0.030
H26 -1.062 -4.426 0.246
H27 -2.308 -2.074 1.560
H28 -2.427 -3.762 2.109
H29 -1.915 -2.493 3.248
C25 1.430 4.170 3.598
C26 0.283 4.435 2.852
C27 -0.981 4.196 3.388
C28 -1.090 3.753 4.707
C29 -2.436 3.686 5.422
C30 -2.541 4.905 6.329
C31 -3.535 4.755 7.451
N3 -3.270 3.479 8.119
C32 -3.489 3.252 9.479
C33 -3.135 1.961 9.857
C34 -3.069 1.630 11.211
C35 -3.382 2.609 12.166
C36 -3.741 3.906 11.770
C37 -3.760 4.252 10.412
S1 -2.689 1.005 8.463
C38 -2.856 2.398 7.386
N4 -2.562 2.412 6.127
C39 0.053 3.475 5.456
C40 1.318 3.674 4.897
H30 2.416 4.333 3.167
H31 0.362 4.808 1.833
H32 -1.891 4.363 2.804
H33 -3.256 3.745 4.686
H34 -1.549 5.120 6.755
H35 -2.820 5.758 5.699
H36 -3.418 5.567 8.170
H37 -4.566 4.776 7.061
H38 -2.760 0.623 11.489
H39 -3.333 2.362 13.229
H40 -4.002 4.661 12.504
H41 -3.946 5.269 10.071
H42 -0.056 3.112 6.486
H43 2.206 3.440 5.487

Forces on atoms 1 to 2 (eV/Å):
C 0.222 -0.057 -0.598
N 0.350 0.350 0.953

- Lowest unoccupied orbital energy: -0.162 hartree
- Strongest force on any atom: 0.0491 hartree/bohr
- Charge: +1
- Frontier orbital gap: 5.7 eV
- Spin multiplicity: 1
- Energy above the lowest of the compared OMol25 structures with the same formula, charge and spin: 0.108 eV

---

# 3
Molecular formula: C4H7NO2
Method: DFT, the ωB97M-V functional and the def2-TZVPD basis

Atoms and positions in Å:
C1 -2.233 -0.716 -0.197
C2 -1.019 -0.184 -0.029
N1 -0.766 1.187 0.134
O1 0.073 -1.004 0.043
C3 1.272 -0.519 0.613
C4 2.135 0.153 -0.438
O2 3.147 0.757 -0.188
H1 -2.383 -1.787 -0.130
H2 -1.636 1.705 0.154
H3 -3.076 -0.070 -0.414
H4 -0.123 1.589 -0.543
H5 1.110 0.166 1.451
H6 1.816 -1.392 0.986
H7 1.764 0.030 -1.479

Forces on atoms 1 to 2 (eV/Å):
C 0.151 0.052 0.023
C -0.253 0.011 -0.009

- Lowest unoccupied orbital energy: 0.029 hartree
- Strongest force on any atom: 0.0102 hartree/bohr
- Frontier orbital gap: 9.4 eV
- Spin multiplicity: 1
- SMILES: C=C(N)OCC=O
- Energy above the lowest of the compared OMol25 structures with the same formula, charge and spin: 2.110 eV

---

# 4
Molecular formula: C5H14N2O
Method: DFT, the ωB97M-V functional and the def2-TZVPD basis

Atoms and positions in Å:
C1 0.370 -1.212 -0.896
N1 0.614 -0.092 0.047
C2 -0.116 1.076 -0.491
C3 -1.604 1.151 -0.206
C4 -1.880 1.272 1.307
O1 -1.384 2.559 1.640
C5 1.283 -2.382 -0.527
N2 2.693 -2.309 -0.830
H1 0.315 -0.886 -1.949
H2 -0.657 -1.575 -0.721
H3 1.605 0.120 0.010
H4 0.367 2.016 -0.114
H5 0.178 1.301 -1.551
H6 -1.890 2.131 -0.580
H7 -2.178 0.367 -0.707
H8 -1.406 0.485 1.898
H9 -2.981 1.278 1.433
H10 -1.789 2.960 2.419
H11 0.709 -3.289 -0.824
H12 1.183 -2.410 0.572
H13 2.796 -2.067 -1.818
H14 3.131 -3.227 -0.908

Forces on atoms 1 to 2 (eV/Å):
C -0.040 -0.061 1.000
N -0.970 0.238 -1.592

- Lowest unoccupied orbital energy: 0.037 hartree
- Strongest force on any atom: 0.0529 hartree/bohr
- Frontier orbital gap: 10.0 eV
- Spin multiplicity: 1
- SMILES: NCCNCCCO
- Energy above the lowest of the compared OMol25 structures with the same formula, charge and spin: 2.485 eV

---

| no. | E_tot (Ha) |
| --- | --- |
| 1 | -609.65524 |
| 2 | -2242.27716 |
| 3 | -361.80333 |
| 4 | -383.60938 |